Arrangement A

DFT (ωB97M-V/def2-TZVPD) results for one molecule with the formula C4H11NOS.

The geometry in ORCA input format:
```
! RIJCOSX wB97M-V def2-TZVPD def2/J DEFGRID3
* xyz 0 1
C 0.93822 -0.00088 -1.80943
C 0.80297 -0.23125 -0.24643
C 0.86934 1.17711 0.40029
S -0.55150 2.27920 -0.19587
N -0.38432 -1.16970 -0.03233
C -0.91981 -1.18992 1.39888
O -1.96676 -0.18862 1.26057
H -0.08320 0.10190 -2.12035
H 1.35327 0.84490 -2.43756
H 1.44264 -1.01342 -2.19175
H 1.61092 -0.78318 0.12902
H 1.82582 1.65633 0.17448
H 0.79104 1.27693 1.50442
H -0.75289 1.45600 -1.18823
H -1.25907 -1.01767 -0.51816
H -0.07571 -0.91041 2.04415
H -1.15989 -2.17826 1.68988
H -2.48105 -0.10905 2.13841
*
```

The HOMO energy comes out at -8.627 eV. The calculation puts the HOMO-LUMO gap at 9.433 eV. As for the SMILES: C[C@@H](CS)NCO.


Arrangement B

DFT (ωB97M-V/def2-TZVPD) results for one molecule with the formula C4H11NOS.

The geometry in ORCA input format:
```
! RIJCOSX wB97M-V def2-TZVPD def2/J DEFGRID3
* xyz 0 1
N -0.69460 0.93949 -1.33761
C -0.48359 0.08869 -0.16062
C -1.49506 -1.05573 -0.18819
O -2.80368 -0.57157 -0.26552
C 0.95262 -0.45045 -0.05338
C 1.88054 0.61445 0.53561
S 2.08604 0.45168 2.34276
H 0.12962 0.87658 -1.92761
H -0.73354 1.91823 -1.07423
H -0.72368 0.62579 0.75708
H -1.39571 -1.59754 0.75287
H -1.26108 -1.73613 -1.02675
H -2.86266 0.03686 -1.00861
H 0.88278 -1.30145 0.62530
H 1.22462 -0.76394 -1.06435
H 1.44571 1.60056 0.40349
H 2.87903 0.57405 0.10077
H 0.97266 -0.24957 2.58898
*
```

The HOMO energy comes out at -9.191 eV. The calculation puts the HOMO-LUMO gap at 10.036 eV. As for the SMILES: N[C@@H](CO)CCS.


Which one sits at the top of the stability order? arrangement B does.


Arrangement A

DFT (ωB97M-V/def2-TZVPD) results for a 2-piece molecular cluster, C4H12N2O overall.

The geometry in ORCA input format:
```
! RIJCOSX wB97M-V def2-TZVPD def2/J DEFGRID3
* xyz 0 1
C 2.22325 1.48004 1.24865
N 2.03117 0.33024 0.33599
C 1.21213 -0.69408 0.76136
C 1.11786 -1.75716 -0.25088
O 0.43913 -0.56828 1.65900
H 1.24657 1.95900 1.38978
H 2.44948 0.97941 2.23998
H 3.02362 2.34520 1.00299
H 2.37764 0.47206 -0.69878
H 1.52271 -2.83655 0.07077
H 1.83566 -1.72546 -0.86739
H 0.07049 -1.94490 -0.70485
C -3.11734 1.15833 -1.84351
N -3.28079 -0.28869 -1.46913
H -3.65305 1.52894 -2.75108
H -3.43594 1.63497 -0.91478
H -2.03097 1.35696 -1.79803
H -2.47730 -0.38603 -0.72850
H -4.30990 -0.25104 -1.07383
*
```

The HOMO energy comes out at -9.190 eV. The calculation puts the HOMO-LUMO gap at 9.859 eV. As for the SMILES: CNC(C)=O.CN.


Arrangement B

DFT (ωB97M-V/def2-TZVPD) results for a 2-piece molecular cluster, C4H12N2O overall.

The geometry in ORCA input format:
```
! RIJCOSX wB97M-V def2-TZVPD def2/J DEFGRID3
* xyz 0 1
C -0.60775 1.80336 -0.72706
C -0.72211 0.51200 -0.39447
C -1.78384 -0.39056 -0.95390
O -0.65544 0.10068 1.12790
N 0.14264 1.02831 1.86397
H -1.17602 2.21359 -1.54477
H 0.12100 2.45071 -0.26952
H -1.53353 -1.43469 -0.72349
H -2.75147 -0.17751 -0.50813
H -1.85898 -0.26954 -2.03240
H 0.56396 0.48540 2.61487
H -0.51633 1.69483 2.26216
C 1.83877 -0.78843 -0.41241
N 1.46765 -1.78028 0.50998
H 2.11537 0.13865 0.07999
H 2.65575 -1.09639 -1.06275
H 0.77221 -0.31240 -0.90769
H 1.30816 -2.68413 0.07184
H 0.61995 -1.49360 1.00587
*
```

The HOMO energy comes out at -7.926 eV. The calculation puts the HOMO-LUMO gap at 8.690 eV. As for the SMILES: C=C(C)ON.CN.


Which one sits at the top of the stability order? arrangement A does.


Arrangement A

DFT (ωB97M-V/def2-TZVPD) results for one molecule with the formula C4H12N2O.

The geometry in ORCA input format:
```
! RIJCOSX wB97M-V def2-TZVPD def2/J DEFGRID3
* xyz 0 1
N -0.03470 0.36725 2.74182
C 0.60949 0.59652 1.44407
C -0.09374 -0.12085 0.26160
N 0.38066 -1.49069 0.26621
C 0.20015 0.72407 -0.97347
C -0.74573 0.46572 -2.15648
O -0.54535 -0.80355 -2.78145
H 0.66465 0.46547 3.47150
H -0.26444 -0.57313 2.82481
H 0.80183 1.65359 1.27438
H 1.63713 0.18867 1.43568
H -1.13673 -0.03720 0.58608
H 0.07514 -2.07233 -0.49909
H -0.01518 -1.95989 1.06705
H 1.19907 0.59208 -1.30415
H 0.08939 1.79404 -0.79369
H -1.77662 0.50493 -1.78511
H -0.64777 1.18438 -2.96701
H -0.39725 -1.47906 -2.11276
*
```

The HOMO energy comes out at -9.488 eV. The calculation puts the HOMO-LUMO gap at 10.384 eV. As for the SMILES: NC[C@H](N)CCO.


Arrangement B

DFT (ωB97M-V/def2-TZVPD) results for a 2-piece molecular cluster, C4H12N2O overall.

The geometry in ORCA input format:
```
! RIJCOSX wB97M-V def2-TZVPD def2/J DEFGRID3
* xyz 0 1
N 0.60926 2.47772 1.73070
C 0.25066 1.14703 1.47477
C -0.90946 0.62533 1.08661
C -0.81075 -0.86649 0.74385
C 0.10828 -1.17465 -0.46544
N 0.66030 -2.49075 -0.56449
H 1.13395 2.59534 2.58686
H -0.12376 3.17266 1.79617
H 1.14877 0.59686 1.40990
H -1.88957 1.07503 1.09473
H -1.77277 -1.27871 0.42667
H -0.44745 -1.46931 1.57743
H 0.91706 -0.44499 -0.52505
H -0.44019 -0.89160 -1.36507
H 1.47539 -2.76599 -0.04055
H 0.03748 -3.26663 -0.45795
O -0.09219 1.01438 -3.12876
H -0.09848 1.70561 -3.79294
H 0.24347 0.23916 -3.58745
*
```

The HOMO energy comes out at -7.965 eV. The calculation puts the HOMO-LUMO gap at 8.930 eV. As for the SMILES: N/C=C/CCN.O.


Which one sits at the top of the stability order? arrangement A does.


Arrangement A

DFT (ωB97M-V/def2-TZVPD) results for one molecule with the formula C4H12N2O.

The geometry in ORCA input format:
```
! RIJCOSX wB97M-V def2-TZVPD def2/J DEFGRID3
* xyz 0 1
C 0.24673 -1.01723 1.43315
C -0.64031 -0.57832 0.31074
C -0.55616 -1.70164 -0.89245
O -1.73119 -1.71077 -1.64506
N -0.53113 0.97236 -0.01180
C 0.88197 1.55413 0.24475
N 0.99241 2.70829 -0.60754
H 0.31870 -0.26950 2.24546
H 1.23002 -1.32985 1.02282
H -0.06943 -1.94480 1.86515
H -1.66496 -0.64108 0.56878
H 0.16628 -1.28415 -1.60942
H -0.30756 -2.63306 -0.48246
H -2.44767 -2.17550 -1.21609
H -0.66326 0.90522 -1.01360
H 1.58899 0.81560 -0.01918
H 0.88568 1.90508 1.23130
H 0.32671 3.44800 -0.65597
H 1.97421 2.97722 -0.76856
*
```

The HOMO energy comes out at -8.841 eV. The calculation puts the HOMO-LUMO gap at 9.800 eV. As for the SMILES: C[C@H](CO)NCN.


Arrangement B

DFT (ωB97M-V/def2-TZVPD) results for C4H12N2O as an isolated structure.

The geometry in ORCA input format:
```
! RIJCOSX wB97M-V def2-TZVPD def2/J DEFGRID3
* xyz 0 1
C -0.40329 -1.22054 2.10100
N 0.16616 2.00142 0.52112
C -0.43244 0.82446 0.86546
N 0.00458 0.17151 1.94395
H 0.18362 -1.87634 1.47000
H -1.45873 -1.28313 1.87250
H -0.26553 -1.52178 3.13622
H 1.16692 1.86996 0.41176
H -0.21544 2.35520 -0.34039
H -1.45879 0.71265 0.56757
H 0.97734 0.36055 2.14460
C -0.21834 -0.89496 -1.81132
O -0.15115 -0.27871 -0.57191
C 0.88528 -0.39449 -2.72668
H -1.20474 -0.69700 -2.26559
H -0.15180 -1.99194 -1.72445
H 0.84506 -0.83549 -3.72387
H 1.84953 -0.63467 -2.26604
H 0.84895 0.69205 -2.79531
*
```

The HOMO energy comes out at -7.910 eV. The calculation puts the HOMO-LUMO gap at 8.899 eV.


Arrangement C

DFT (ωB97M-V/def2-TZVPD) results for one molecule with the formula C4H12N2O.

The geometry in ORCA input format:
```
! RIJCOSX wB97M-V def2-TZVPD def2/J DEFGRID3
* xyz 0 1
C 1.55733 1.08438 0.24710
N 0.75768 -0.10188 0.01587
N 1.43832 -1.34358 -0.00985
C -0.74950 -0.05760 0.15152
C -1.33214 -1.29725 -0.51970
C -1.33398 1.22850 -0.41566
O -0.87188 -0.08408 1.54402
H 1.93869 1.09313 1.27604
H 2.38284 1.10143 -0.46807
H 1.02722 2.02296 0.11671
H 2.10497 -1.32907 -0.77761
H 1.98252 -1.43052 0.85068
H -2.38924 -1.35880 -0.26728
H -1.20871 -1.23648 -1.59861
H -0.84423 -2.19952 -0.16003
H -1.05065 2.07745 0.20063
H -2.41829 1.14290 -0.39297
H -0.99380 1.38700 -1.43701
H 0.00284 -0.69897 1.64421
*
```

The HOMO energy comes out at -8.296 eV. The calculation puts the HOMO-LUMO gap at 9.124 eV. As for the SMILES: CN(N)C(C)(C)O.


Arrangement D

DFT (ωB97M-V/def2-TZVPD) results for one molecule with the formula C4H12N2O.

The geometry in ORCA input format:
```
! RIJCOSX wB97M-V def2-TZVPD def2/J DEFGRID3
* xyz 0 1
C 0.69575 -1.02492 2.04079
N 0.62969 0.31324 1.46860
C 0.45041 0.45014 0.02008
C -0.09822 -0.81318 -0.64896
N -0.46959 -0.52536 -2.06024
C -0.51270 1.61009 -0.22601
O -0.40057 2.24818 -1.45386
H -0.24925 -1.59301 2.09467
H 1.04868 -0.95726 3.06527
H 1.37035 -1.66112 1.46897
H -0.08367 0.82146 1.96943
H 1.43686 0.64474 -0.40962
H -1.00144 -1.10275 -0.10330
H 0.62268 -1.63571 -0.63415
H -1.22041 -1.13731 -2.33789
H 0.31971 -0.77812 -2.64754
H -0.41529 2.36342 0.56360
H -1.53618 1.20996 -0.05023
H -0.58681 1.56751 -2.11962
*
```

The HOMO energy comes out at -8.685 eV. The calculation puts the HOMO-LUMO gap at 9.498 eV. As for the SMILES: CN[C@@H](CN)CO.


Which one sits at the top of the stability order? arrangement D does.


Arrangement A

DFT (ωB97M-V/def2-TZVPD) results for C4H12N2O as an isolated structure.

The geometry in ORCA input format:
```
! RIJCOSX wB97M-V def2-TZVPD def2/J DEFGRID3
* xyz 0 1
C 2.36746 1.14645 0.24506
O 1.15711 0.97357 -0.43778
H -0.05621 0.88901 0.06760
H 3.21315 1.02599 -0.44664
H 2.49137 0.43564 1.07826
H 2.43376 2.16856 0.64465
C 0.48352 -1.81654 -0.08973
C -1.17705 0.11981 -0.04652
N -1.62477 -0.31920 1.24414
N -2.19292 0.79097 -0.84116
C -0.24206 -0.69028 -0.72599
H -2.44057 -0.91646 1.15692
H -1.85462 0.45359 1.85463
H -1.83944 1.04785 -1.75653
H -2.54407 1.61268 -0.36231
H -0.12599 -0.55879 -1.79366
H 0.59274 -1.66156 0.98171
H 1.46117 -1.96688 -0.54548
H -0.10258 -2.73442 -0.22715
*
```

The HOMO energy comes out at -7.825 eV. The calculation puts the HOMO-LUMO gap at 8.326 eV.


Arrangement B

DFT (ωB97M-V/def2-TZVPD) results for one molecule with the formula C4H12N2O.

The geometry in ORCA input format:
```
! RIJCOSX wB97M-V def2-TZVPD def2/J DEFGRID3
* xyz 0 1
C -1.97082 0.97254 -0.13199
C -0.54792 0.34244 -0.14001
C -0.51783 -0.91404 0.87191
N -0.58791 -2.10772 0.12747
N 0.67801 1.24851 0.08093
C 2.02209 0.93935 -0.21143
O 2.08811 -0.54401 -0.73786
H -2.06672 1.48025 -1.22615
H -2.83220 0.22496 -0.21323
H -2.05949 1.87169 0.58121
H -0.46748 -0.04368 -1.24278
H 0.34064 -0.91600 1.52378
H -1.43299 -0.79140 1.37299
H -0.98063 -2.97090 0.64648
H 0.33646 -2.26249 -0.33634
H 0.64309 1.56982 1.08289
H 2.67363 0.97491 0.60565
H 2.56976 1.44232 -0.97093
H 2.11222 -0.51655 -1.68260
*
```

The HOMO energy comes out at -8.464 eV. The calculation puts the HOMO-LUMO gap at 9.442 eV. As for the SMILES: C[C@H](CN)NCO.


Arrangement C

DFT (ωB97M-V/def2-TZVPD) results for a 2-piece molecular cluster, C4H12N2O overall.

The geometry in ORCA input format:
```
! RIJCOSX wB97M-V def2-TZVPD def2/J DEFGRID3
* xyz 0 1
N 0.55578 1.79767 -0.30764
C 0.41316 2.18331 1.12560
O -0.77793 1.73479 1.63694
H -0.37326 1.74032 -0.70031
H 1.07008 2.51747 -0.79999
H 1.26092 1.75775 1.68126
H 0.44057 3.27746 1.19643
C -1.00758 -0.85672 1.34274
C -0.12628 -1.14463 0.27780
C -0.45448 -1.61458 -0.95113
N 0.59147 -1.73521 -2.00791
H -2.07782 -1.01882 1.23704
H -0.58541 -1.14790 2.30170
H -0.95075 0.60948 1.44483
H 0.89702 -0.78527 0.41081
H -1.42750 -2.01039 -1.18973
H 1.19928 -0.91842 -1.97546
H 1.16803 -2.54937 -1.79646
H 0.18469 -1.83691 -2.92653
*
```

The HOMO energy comes out at -6.302 eV. The calculation puts the HOMO-LUMO gap at 6.062 eV.


Which one sits at the top of the stability order? arrangement B does.